Record 1
Computed, not measured: a cluster of 10 separate species, C31H69O27S8 in total in a non-equilibrium geometry, with ωB97M-V/def2-TZVPD.

Values from the calculation:
Total energy (hartree): -6439.247195
Maximum force (eV/A): 4.93
E_LUMO (Eh): 0.06284
Kohn-Sham gap (eV): 4.747
Net charge: -1

Element x y z (Å)
C  1.230  -0.363  0.719
C  -0.108  0.249  0.404
C  -0.036  1.115  -0.858
O  -1.276  -0.564  0.448
H  1.361  -0.916  1.649
H  2.015  0.392  0.681
H  1.591  -1.124  0.027
H  -0.133  0.919  1.263
H  0.099  0.393  -1.663
H  0.759  1.859  -0.907
H  -1.022  1.569  -0.965
C  4.605  0.882  1.428
C  5.899  1.692  1.685
O  6.815  0.840  2.334
S  6.097  -0.580  2.858
O  5.511  -0.304  4.196
O  6.947  -1.797  2.640
O  5.013  -0.406  1.610
H  4.084  1.044  0.484
H  3.836  1.147  2.154
H  5.790  2.495  2.414
H  6.273  2.091  0.742
C  2.897  6.119  -1.081
C  1.995  5.196  -1.789
O  1.117  4.863  -0.749
S  1.996  4.471  0.581
O  2.530  3.130  0.456
O  1.265  4.908  1.783
O  3.085  5.646  0.227
H  2.441  7.109  -1.073
H  3.899  6.143  -1.511
H  2.562  4.336  -2.143
H  1.479  5.629  -2.646
O  -2.086  -1.248  4.396
S  -2.033  -0.385  5.540
O  -2.305  -0.883  6.876
O  -0.622  0.542  5.478
C  -0.114  0.857  4.199
C  1.221  1.654  4.414
C  -3.195  1.026  5.331
H  -0.908  1.390  3.677
H  0.085  -0.103  3.722
H  1.926  1.491  3.599
H  1.700  1.354  5.345
H  1.032  2.694  4.679
H  -3.142  1.220  4.260
H  -2.777  1.868  5.883
H  -4.195  0.758  5.673
O  1.934  0.178  -5.206
S  1.871  -1.271  -5.132
O  1.566  -2.051  -6.301
O  3.328  -1.802  -4.575
C  4.350  -1.991  -5.457
C  4.576  -3.408  -5.870
C  0.857  -1.790  -3.680
H  5.243  -1.583  -4.983
H  4.185  -1.451  -6.390
H  3.818  -3.685  -6.602
H  4.415  -4.126  -5.066
H  5.516  -3.617  -6.381
H  1.491  -1.783  -2.793
H  0.585  -2.827  -3.880
H  -0.010  -1.141  -3.561
O  -6.091  0.446  -1.725
S  -5.222  -0.699  -1.854
O  -4.977  -1.615  -0.741
O  -5.705  -1.433  -3.222
C  -5.119  -2.691  -3.573
C  -5.263  -2.874  -5.166
C  -3.565  -0.162  -2.378
H  -5.580  -3.542  -3.071
H  -4.038  -2.691  -3.435
H  -4.759  -1.983  -5.541
H  -6.298  -2.983  -5.493
H  -4.831  -3.824  -5.481
H  -3.517  0.569  -3.186
H  -2.960  -1.059  -2.508
H  -3.153  0.335  -1.500
O  -4.305  0.561  2.067
S  -4.614  1.985  1.736
O  -4.360  3.012  2.694
O  -3.946  2.464  0.275
C  -3.698  3.816  -0.032
C  -2.248  4.225  0.350
C  -6.447  2.134  1.275
H  -4.396  4.405  0.563
H  -3.897  4.180  -1.040
H  -2.171  4.912  1.193
H  -1.719  4.682  -0.487
H  -1.625  3.374  0.622
H  -7.018  1.993  2.193
H  -6.718  1.359  0.559
H  -6.610  3.142  0.895
O  -1.551  -3.966  4.299
S  -0.566  -4.786  4.965
O  -0.487  -6.238  4.782
O  0.973  -4.128  4.940
C  1.159  -2.711  4.619
C  2.570  -2.251  5.174
C  -0.913  -4.458  6.821
H  0.341  -2.142  5.060
H  1.180  -2.600  3.535
H  2.768  -1.181  5.105
H  3.408  -2.833  4.791
H  2.668  -2.370  6.253
H  -1.196  -3.428  7.035
H  0.066  -4.744  7.206
H  -1.665  -5.209  7.065
O  -1.449  -4.029  0.861
S  -1.090  -4.364  -0.520
O  -1.866  -3.774  -1.639
O  0.497  -4.038  -0.790
C  1.418  -3.880  0.282
C  2.831  -3.645  -0.318
C  -1.050  -6.152  -0.782
H  1.384  -4.759  0.926
H  1.100  -3.042  0.903
H  3.447  -3.489  0.568
H  2.960  -2.768  -0.951
H  3.074  -4.608  -0.769
H  -0.853  -6.296  -1.844
H  -2.080  -6.393  -0.519
H  -0.307  -6.618  -0.135
C  -0.857  5.319  -4.701
C  0.304  5.158  -5.441
C  1.162  4.018  -5.217
C  0.669  3.118  -4.238
C  -0.419  3.345  -3.491
C  -1.207  4.442  -3.732
H  -1.457  6.209  -4.820
H  0.513  5.963  -6.129
H  2.057  3.881  -5.807
H  1.283  2.295  -3.905
H  -0.779  2.538  -2.870
H  -2.120  4.510  -3.159

Löwdin atomic charge list, values in e, 4 entries: atom 1 (C): -0.082, atom 2 (C): -0.644, atom 3 (C): -0.084, atom 4 (O): -0.287

---

Record 2
Computed, not measured: a structure of composition C31H70N2O19S in a non-equilibrium geometry, with ωB97M-V/def2-TZVPD.

Values from the calculation:
Total energy (hartree): -3159.840247
Maximum force (eV/A): 9.46
ΔE to the lowest compared entry with this formula, charge and spin (kJ/mol): 281.94
E_LUMO (Eh): 0.00380
Kohn-Sham gap (eV): 6.513

Element x y z (Å)
N  -1.291  1.331  3.297
H  -1.848  1.005  4.020
H  -1.269  2.237  3.572
H  -1.645  1.057  2.455
H  -0.448  0.980  3.523
N  3.004  2.038  -2.358
H  3.081  2.639  -1.456
H  3.859  2.116  -2.932
H  2.077  2.256  -2.910
H  2.956  0.966  -1.947
S  0.606  1.860  0.406
O  0.814  2.076  1.764
O  0.854  3.050  -0.435
O  1.417  0.773  -0.055
O  -0.727  1.407  0.262
O  -0.554  -2.082  3.311
C  -0.487  -2.748  2.293
O  -0.846  -3.970  2.008
C  -1.361  -4.776  3.105
C  -1.506  -6.178  2.585
C  0.119  -2.123  1.046
H  -2.293  -4.359  3.371
H  -0.628  -4.851  3.863
H  -0.554  -6.362  2.169
H  -2.308  -6.255  1.741
H  -1.621  -6.872  3.403
H  -0.092  -1.042  0.954
H  -0.227  -2.440  0.198
H  1.084  -2.341  0.879
O  3.358  -0.589  -3.445
C  3.857  -1.764  -3.335
O  4.236  -2.359  -2.181
C  3.902  -1.654  -1.062
C  4.507  -2.285  0.171
C  4.174  -2.638  -4.458
H  2.863  -1.489  -1.001
H  4.463  -0.628  -1.211
H  4.631  -3.442  0.143
H  4.088  -1.953  1.043
H  5.552  -1.759  0.152
H  3.394  -3.575  -4.588
H  5.130  -3.018  -4.443
H  3.941  -1.950  -5.282
O  0.898  1.746  -4.962
C  -0.321  1.915  -5.174
O  -1.172  2.566  -4.401
C  -0.771  2.889  -3.051
C  -1.850  3.638  -2.464
C  -1.109  1.301  -6.377
H  0.197  3.088  -2.719
H  -0.532  1.909  -2.612
H  -1.775  3.826  -1.270
H  -3.085  3.511  -2.630
H  -1.916  4.634  -2.897
H  -0.396  1.425  -7.310
H  -1.948  1.996  -6.682
H  -1.530  0.320  -6.326
O  0.031  -2.786  -3.907
C  0.458  -2.362  -2.789
O  0.960  -2.995  -1.856
C  1.390  -4.316  -2.058
C  1.728  -5.018  -0.767
C  0.129  -0.864  -2.391
H  2.223  -4.520  -2.711
H  0.702  -4.886  -2.503
H  0.824  -4.797  -0.174
H  2.551  -4.532  -0.081
H  1.873  -6.047  -1.003
H  -0.591  -0.501  -3.033
H  1.065  -0.281  -2.306
H  -0.176  -0.834  -1.212
O  -6.034  3.650  -0.542
C  -5.171  2.768  -0.178
O  -4.854  1.797  -1.018
C  -5.445  1.639  -2.257
C  -4.566  0.551  -2.988
C  -4.162  3.010  0.959
H  -5.411  2.651  -2.719
H  -6.361  1.286  -2.041
H  -3.610  1.010  -3.108
H  -5.019  0.259  -4.070
H  -4.374  -0.268  -2.251
H  -4.508  3.931  1.524
H  -3.137  2.620  0.792
H  -4.507  2.390  1.927
O  -4.094  -0.077  2.969
C  -4.130  -0.929  1.975
O  -4.823  -2.023  2.021
C  -5.535  -2.483  3.246
C  -5.869  -3.854  2.931
C  -3.479  -0.593  0.739
H  -6.354  -1.850  3.491
H  -4.801  -2.556  4.183
H  -6.565  -4.320  3.657
H  -5.001  -4.514  2.839
H  -6.083  -3.879  1.895
H  -3.146  0.591  0.894
H  -4.039  -0.671  -0.163
H  -2.583  -1.100  0.675
O  6.087  0.079  2.866
C  5.145  0.931  3.072
O  4.907  1.633  4.226
C  5.722  1.379  5.288
C  5.327  2.371  6.382
C  4.013  1.149  2.000
H  6.705  1.492  4.841
H  5.510  0.329  5.585
H  4.116  2.148  6.411
H  5.446  3.338  6.165
H  5.938  2.141  7.246
H  3.833  0.215  1.441
H  4.356  1.811  0.924
H  3.218  1.539  2.446
C  0.940  5.543  -0.887
C  0.849  5.439  0.681
O  1.260  6.440  1.345
C  0.380  4.192  1.312
H  0.554  6.594  -1.254
H  0.443  4.715  -1.336
H  1.859  5.502  -1.316
H  0.747  3.369  0.672
H  -0.803  4.150  1.451
H  0.987  4.153  2.092

Löwdin atomic charge list, values in e, 4 entries: atom 1 (N): 0.414, atom 2 (H): 0.123, atom 3 (H): 0.118, atom 4 (H): 0.065

---

Record 3
Computed, not measured: a structure of composition C31H70N2O19S in a non-equilibrium geometry, with ωB97M-V/def2-TZVPD.

Values from the calculation:
Total energy (hartree): -3159.621310
Maximum force (eV/A): 14.97
ΔE to the lowest compared entry with this formula, charge and spin (kJ/mol): 856.76
E_LUMO (Eh): 0.00383
Kohn-Sham gap (eV): 6.784

Element x y z (Å)
N  1.851  1.865  0.848
H  1.433  1.923  -0.027
H  2.521  2.655  0.875
H  2.494  0.976  0.709
H  1.289  1.624  1.688
N  0.866  -3.685  -1.675
H  -0.062  -3.362  -1.921
H  1.053  -3.684  -0.723
H  1.414  -2.919  -2.106
H  1.132  -4.527  -2.123
S  0.236  -1.073  -0.026
O  -0.133  0.133  0.734
O  0.308  -2.354  0.717
O  -0.681  -1.218  -1.116
O  1.447  -0.800  -0.512
O  2.547  3.024  -1.694
C  3.237  2.466  -2.658
O  3.970  3.200  -3.611
C  3.819  4.628  -3.638
C  4.568  5.283  -4.805
C  3.841  1.067  -2.606
H  4.321  5.025  -2.796
H  2.893  4.726  -3.423
H  5.505  4.908  -4.994
H  4.628  6.315  -4.690
H  4.065  5.204  -5.757
H  4.660  0.947  -2.082
H  3.965  0.701  -3.593
H  3.020  0.305  -2.209
O  -0.142  4.443  1.867
C  -1.233  4.216  1.373
O  -2.454  4.785  1.735
C  -2.478  5.736  2.679
C  -3.907  5.999  2.971
C  -1.509  3.163  0.283
H  -2.094  6.612  2.242
H  -1.705  5.537  3.646
H  -4.379  6.125  2.171
H  -4.033  6.790  3.645
H  -4.316  5.222  3.428
H  -2.153  3.338  -0.333
H  -1.632  2.294  0.794
H  -0.511  2.795  -0.502
O  1.905  -2.492  -4.649
C  1.648  -1.612  -5.375
O  1.052  -0.476  -5.081
C  0.367  -0.120  -3.816
C  -0.265  1.281  -3.801
C  2.036  -1.623  -6.918
H  0.925  0.059  -2.854
H  -0.270  -0.951  -3.410
H  -1.164  1.277  -4.448
H  0.492  2.013  -3.929
H  -0.828  1.255  -2.958
H  1.053  -1.662  -7.577
H  2.452  -2.610  -6.813
H  2.853  -0.933  -6.900
O  4.131  -4.316  -0.572
C  5.086  -3.820  0.050
O  5.145  -2.828  1.030
C  3.816  -2.235  1.369
C  3.808  -1.551  2.665
C  6.478  -4.331  -0.060
H  2.926  -2.951  1.215
H  3.656  -1.711  0.472
H  3.675  -2.268  3.569
H  2.803  -0.922  2.637
H  4.678  -0.746  2.651
H  6.521  -5.361  0.117
H  7.120  -3.809  0.650
H  6.689  -4.014  -1.009
O  2.051  1.589  2.550
C  1.563  1.245  3.605
O  0.125  1.360  3.945
C  -0.751  1.582  2.862
C  -2.163  2.042  3.386
C  2.395  0.764  4.795
H  -0.730  0.818  2.224
H  -0.513  2.634  2.370
H  -2.082  2.875  4.119
H  -2.667  1.176  3.794
H  -2.581  2.416  2.481
H  2.360  1.458  5.519
H  3.319  0.478  4.685
H  1.771  -0.190  5.121
O  -5.298  1.599  -1.857
C  -4.502  1.376  -0.995
O  -4.530  1.938  0.324
C  -5.471  2.981  0.724
C  -6.729  2.370  1.173
C  -3.405  0.291  -1.087
H  -5.558  3.694  -0.044
H  -5.059  3.434  1.480
H  -6.492  1.730  1.900
H  -7.111  1.675  0.442
H  -7.397  3.237  1.466
H  -3.712  -0.769  -1.298
H  -2.860  0.321  -0.249
H  -2.643  0.856  -1.818
O  -3.153  -6.282  1.665
C  -3.047  -5.221  1.054
O  -3.847  -4.618  0.129
C  -5.265  -4.993  0.041
C  -5.976  -4.183  -1.004
C  -1.640  -4.614  0.884
H  -5.798  -4.765  0.897
H  -5.217  -5.933  -0.272
H  -5.334  -4.248  -1.913
H  -6.282  -3.117  -0.661
H  -7.034  -4.616  -1.250
H  -0.926  -5.347  0.875
H  -1.504  -4.099  1.608
H  -1.472  -4.061  0.001
C  0.109  -2.119  2.685
C  1.172  -2.998  3.270
O  1.715  -2.796  4.511
C  1.474  -4.242  2.514
H  0.343  -2.056  1.656
H  -0.120  -1.265  3.225
H  -0.866  -2.707  2.569
H  2.014  -3.919  1.575
H  0.570  -4.812  2.384
H  2.310  -4.941  2.935

Löwdin atomic charge list, values in e, 4 entries: atom 1 (N): 0.145, atom 2 (H): 0.033, atom 3 (H): 0.157, atom 4 (H): 0.182

---

Record 4
Computed, not measured: a structure of composition C31H72BInNO10 in a non-equilibrium geometry, with ωB97M-V/def2-TZVPD.

Values from the calculation:
Total energy (hartree): -2246.343348
Maximum force (eV/A): 2.53
E_LUMO (Eh): 0.07970
Kohn-Sham gap (eV): 5.318
Net charge: -1

Element x y z (Å)
C  -4.110  3.735  1.858
C  -2.984  3.746  1.078
In  -1.726  1.859  0.786
C  -1.761  0.805  2.742
C  -0.422  0.235  3.258
C  0.032  -1.067  2.614
C  1.336  -1.506  2.830
C  1.757  -2.698  2.300
C  0.938  -3.506  1.538
C  -0.357  -3.087  1.307
C  -0.772  -1.884  1.846
B  -2.704  0.739  -0.974
O  -2.396  1.200  -2.265
C  -3.724  -0.478  -0.872
C  -3.940  -1.113  -2.294
N  0.205  2.545  0.129
C  0.655  1.972  -1.137
C  1.168  2.519  1.100
C  1.196  3.576  2.203
O  2.047  1.640  1.130
H  -4.118  4.192  2.861
H  -5.024  3.281  1.456
H  -2.616  4.676  0.616
H  -2.517  0.012  2.697
H  -2.135  1.512  3.498
H  -0.592  -0.046  4.318
H  0.393  0.965  3.284
H  2.010  -0.910  3.440
H  2.773  -3.031  2.511
H  1.249  -4.455  1.109
H  -1.064  -3.687  0.739
H  -1.804  -1.584  1.681
H  -2.272  2.151  -2.159
H  -3.376  -1.300  -0.232
H  -4.712  -0.179  -0.495
H  -4.231  -2.164  -2.137
H  -3.002  -1.167  -2.856
H  -4.730  -0.609  -2.856
H  0.393  0.915  -1.285
H  1.722  2.149  -1.318
H  0.134  2.522  -1.939
H  2.158  3.504  2.718
H  1.150  4.577  1.759
H  0.384  3.395  2.918
C  -0.537  -4.537  -4.240
C  -1.778  -4.112  -3.478
O  -1.473  -3.916  -2.099
H  -0.132  -5.462  -3.824
H  -0.764  -4.694  -5.297
H  0.245  -3.778  -4.158
H  -2.548  -4.880  -3.544
H  -2.187  -3.183  -3.883
H  -0.801  -3.228  -2.049
C  5.971  5.048  3.085
C  4.770  5.925  2.789
O  4.427  5.840  1.409
H  6.824  5.353  2.478
H  6.250  5.108  4.139
H  5.758  4.006  2.839
H  4.989  6.968  3.016
H  3.907  5.617  3.390
H  4.224  4.918  1.220
C  10.314  2.993  2.272
C  9.113  3.828  2.678
O  9.401  5.219  2.537
H  11.181  3.248  2.885
H  10.106  1.927  2.383
H  10.586  3.188  1.232
H  8.853  3.648  3.720
H  8.245  3.582  2.062
H  9.619  5.379  1.614
C  -1.906  -3.357  5.520
C  -0.935  -2.737  6.506
O  -1.523  -1.622  7.176
H  -2.218  -2.619  4.779
H  -1.449  -4.202  5.003
H  -2.809  -3.703  6.031
H  -0.047  -2.374  5.990
H  -0.623  -3.473  7.256
H  -2.302  -1.940  7.641
C  -4.447  -1.897  -6.056
C  -3.350  -2.643  -6.787
O  -3.353  -4.023  -6.429
H  -4.320  -1.995  -4.977
H  -4.441  -0.837  -6.314
H  -5.428  -2.314  -6.303
H  -2.372  -2.241  -6.523
H  -3.477  -2.554  -7.872
H  -4.211  -4.393  -6.665
C  -5.059  -6.839  -3.947
C  -6.252  -5.937  -4.194
O  -6.643  -5.973  -5.568
H  -4.218  -6.532  -4.571
H  -4.753  -6.803  -2.900
H  -5.293  -7.875  -4.207
H  -6.006  -4.903  -3.954
H  -7.103  -6.242  -3.576
H  -6.871  -6.882  -5.782
C  -4.653  3.557  -7.383
C  -4.987  2.091  -7.172
O  -3.804  1.315  -7.010
H  -4.018  3.679  -8.262
H  -5.559  4.150  -7.518
H  -4.100  3.953  -6.528
H  -5.520  1.693  -8.036
H  -5.619  1.965  -6.287
H  -3.335  1.656  -6.240
C  7.828  1.287  6.224
C  6.626  2.156  5.900
O  6.286  2.066  4.522
H  8.687  1.584  5.620
H  8.096  1.364  7.279
H  7.620  0.239  5.993
H  6.844  3.203  6.112
H  5.761  1.856  6.500
H  6.081  1.145  4.329

Löwdin atomic charge list, values in e, 4 entries: atom 1 (C): -0.189, atom 2 (C): -0.266, atom 3 (In): 0.809, atom 4 (C): -0.261